No. 1
{"formula": "C17H53ClFNO13PS", "method": "the ωB97M-V functional and the def2-TZVPD basis", "total_charge": 1, "total_energy_ev": -81948.9536, "e_above_lowest_ev": 0.000, "gap_ev": 8.4, "homo_ev": -11.61, "elements": ["N", "C", "C", "C", "P", "C", "C", "C", "O", "C", "C", "O", "Cl", "S", "O", "O", "F", "H", "H", "H", "H", "H", "H", "H", "H", "H", "H", "H", "H", "H", "H", "H", "H", "H", "C", "O", "H", "H", "H", "H", "C", "O", "H", "H", "H", "H", "C", "O", "H", "H", "H", "H", "C", "O", "H", "H", "H", "H", "C", "O", "H", "H", "H", "H", "C", "O", "H", "H", "H", "H", "C", "O", "H", "H", "H", "H", "C", "O", "H", "H", "H", "H", "C", "O", "H", "H", "H", "H"], "xyz": [[5.1514, 1.0442, -0.0578], [5.4780, -0.2369, 0.5760], [4.1833, -1.0228, 0.7766], [3.6902, -1.5680, -0.5910], [1.9214, -1.3590, -0.7252], [1.4500, 0.3598, -0.9781], [1.4922, 1.2787, 0.2527], [0.4726, 1.0052, 1.3522], [0.3343, 2.2233, 2.0487], [1.2247, -2.2241, 0.7125], [-0.2706, -2.3228, 0.9588], [-0.7147, -2.8014, 1.9399], [-1.2963, -1.6808, -0.3132], [1.4272, -2.2868, -2.6329], [2.5935, -2.0195, -3.3953], [0.1270, -1.9565, -3.0705], [1.4501, -3.7924, -2.2183], [4.9631, 1.7375, 0.6548], [5.9219, 1.3707, -0.6285], [6.1135, -0.7921, -0.1160], [5.9918, -0.1314, 1.5328], [4.3179, -1.8540, 1.4683], [3.4459, -0.3624, 1.2267], [4.1456, -1.0407, -1.4293], [3.8900, -2.6390, -0.6812], [0.4754, 0.3819, -1.4693], [2.1901, 0.7189, -1.7022], [1.2757, 2.2811, -0.1226], [2.4973, 1.3242, 0.6626], [0.8538, 0.2351, 2.0404], [-0.4834, 0.6765, 0.9337], [-0.3691, 2.1536, 2.7035], [1.5916, -3.2554, 0.6474], [1.6967, -1.7860, 1.5958], [-0.9245, 5.5225, 2.5187], [-0.8921, 4.6404, 3.6365], [-1.8711, 5.3754, 2.0095], [-0.8628, 6.5679, 2.8319], [-0.1092, 5.3093, 1.8204], [-0.0593, 4.7758, 4.1012], [-4.8810, -3.4496, -1.9631], [-4.3050, -2.2783, -1.3813], [-5.9113, -3.2203, -2.2162], [-4.3473, -3.7361, -2.8731], [-4.8722, -4.2855, -1.2622], [-3.3942, -2.4633, -1.1441], [2.8345, 5.4536, 5.9495], [1.5246, 5.5139, 5.3957], [3.1509, 4.4142, 5.9029], [3.5413, 6.0630, 5.3816], [2.8431, 5.7741, 6.9930], [1.2225, 6.4261, 5.4370], [6.7118, 2.5176, -3.5818], [7.3763, 1.5713, -2.7454], [6.9867, 3.5052, -3.2218], [7.0275, 2.4225, -4.6222], [5.6245, 2.4124, -3.5285], [7.1598, 0.6911, -3.0653], [-4.5873, 6.3447, -0.0134], [-3.8117, 6.6078, 1.1509], [-4.0720, 6.8125, -0.8489], [-4.6741, 5.2724, -0.2084], [-5.5891, 6.7738, 0.0625], [-4.2604, 6.2053, 1.9002], [-5.7344, -6.9649, -2.7383], [-6.5093, -6.4542, -1.6525], [-6.1821, -6.6203, -3.6631], [-4.7041, -6.6012, -2.6897], [-5.7330, -8.0584, -2.7245], [-6.1122, -6.7663, -0.8354], [-5.3977, 0.3156, 0.6211], [-5.6718, 1.6928, 0.3789], [-4.6403, 0.2784, 1.4022], [-6.2855, -0.2138, 0.9763], [-5.0183, -0.1882, -0.2689], [-6.3415, 1.7468, -0.3077], [4.6359, 0.5423, 4.5230], [3.6433, -0.0277, 3.6630], [5.4935, -0.1253, 4.5025], [4.9459, 1.5307, 4.1763], [4.2758, 0.6187, 5.5495], [2.8760, 0.5534, 3.6959], [-5.2944, -7.7659, -6.5399], [-5.0153, -6.5586, -5.8368], [-5.3841, -8.5524, -5.7943], [-6.2331, -7.7021, -7.0947], [-4.4885, -8.0277, -7.2295], [-4.9356, -5.8498, -6.4808]], "mulliken_charge": [-0.369, -1.404, 0.061, -0.638, 0.193, -0.799, -0.673, -0.294, -0.421, -0.568, 0.182, -0.435, -0.278, 1.131, -0.517, -0.438, -0.188, 0.200, 0.222, 0.425, 0.368, 0.492, -0.185, 0.575, 0.559, 0.660, 0.499, 0.594, -0.016, 0.153, 0.320, 0.303, 0.705, 0.479, -0.384, -0.500, 0.101, 0.294, 0.208, 0.331, -0.496, -0.367, 0.279, 0.233, 0.234, 0.216, -0.505, -0.482, 0.155, 0.264, 0.256, 0.274, -0.526, -0.496, 0.226, 0.301, 0.210, 0.284, -0.508, -0.485, 0.224, 0.217, 0.256, 0.288, -0.522, -0.531, 0.142, 0.247, 0.339, 0.294, -0.344, -0.513, 0.164, 0.272, 0.137, 0.295, -0.727, -0.391, 0.264, 0.288, 0.319, 0.243, -0.533, -0.464, 0.197, 0.279, 0.270, 0.271]}

No. 2
{"formula": "C17H53N13O8", "method": "the ωB97M-V functional and the def2-TZVPD basis", "total_charge": 0, "total_energy_ev": -54243.4090, "e_above_lowest_ev": 0.704, "gap_ev": 9.4, "homo_ev": -9.00, "elements": ["C", "O", "C", "C", "C", "N", "H", "H", "H", "H", "H", "H", "H", "H", "H", "H", "H", "C", "O", "C", "C", "C", "N", "H", "H", "H", "H", "H", "H", "H", "H", "H", "H", "H", "C", "O", "C", "C", "C", "N", "H", "H", "H", "H", "H", "H", "H", "H", "H", "H", "H", "N", "C", "N", "O", "H", "H", "H", "H", "N", "C", "N", "O", "H", "H", "H", "H", "N", "C", "N", "O", "H", "H", "H", "H", "N", "C", "N", "O", "H", "H", "H", "H", "N", "C", "N", "O", "H", "H", "H", "H"], "xyz": [[13.3872, 16.7413, 11.6167], [12.5704, 15.5977, 11.5992], [11.1888, 15.9209, 11.9919], [10.3388, 16.2124, 10.7120], [8.9408, 16.8197, 11.0850], [10.1017, 14.9605, 9.9519], [14.3814, 16.4683, 11.3375], [13.3358, 17.2340, 12.6136], [13.0040, 17.4377, 10.9028], [10.9027, 14.9772, 12.5130], [11.3007, 16.8728, 12.6403], [10.9483, 16.8837, 10.0229], [8.5521, 16.2107, 11.9120], [8.4478, 16.8060, 10.1698], [9.0855, 17.8191, 11.5255], [9.4707, 14.3422, 10.4237], [11.0033, 14.5728, 9.6847], [20.9320, 12.3826, 7.9451], [19.7179, 11.8520, 8.5464], [18.6206, 12.8257, 8.4881], [18.4844, 13.7323, 9.7092], [18.1980, 13.0096, 11.0086], [17.4915, 14.7139, 9.3245], [21.6742, 11.6426, 8.2024], [21.2405, 13.3526, 8.3535], [20.7668, 12.3059, 6.8768], [18.7570, 13.4160, 7.5783], [17.7339, 12.3086, 8.2873], [19.4622, 14.2881, 9.8177], [19.0633, 12.3510, 11.1937], [17.3102, 12.4249, 11.1752], [18.2042, 13.7525, 11.8198], [17.1690, 15.2573, 10.1052], [17.8878, 15.4257, 8.7589], [10.3062, 12.3143, 5.1262], [11.1677, 11.1546, 5.0384], [12.3532, 11.2076, 5.9251], [13.2323, 10.0761, 5.5309], [12.5102, 8.8166, 5.7411], [14.5646, 10.1203, 6.1582], [9.4884, 12.0832, 4.3685], [10.8565, 13.2154, 4.9599], [9.9211, 12.3996, 6.1511], [12.8271, 12.1843, 5.7613], [12.0024, 11.2291, 6.9560], [13.3777, 10.1787, 4.4483], [11.6400, 8.8115, 5.0957], [12.2818, 8.7805, 6.8139], [13.2189, 8.0192, 5.4710], [14.5434, 9.6080, 7.0542], [15.2780, 9.7094, 5.5569], [13.6168, 19.0815, 6.1766], [13.1662, 18.8680, 7.4841], [11.8795, 19.3644, 7.6831], [13.7547, 18.2354, 8.3388], [12.9810, 19.1605, 5.4345], [14.3562, 18.4463, 6.0198], [11.5571, 18.9961, 8.5549], [11.2727, 19.0718, 6.8880], [9.5783, 16.6813, 6.7309], [10.7152, 16.7245, 5.9440], [11.4761, 15.6235, 6.1483], [10.8757, 17.6106, 5.1432], [9.4468, 15.8314, 7.3110], [8.8228, 17.3294, 6.5175], [11.4885, 15.4328, 7.1207], [12.3291, 15.5520, 5.6799], [14.5833, 13.1522, 8.4244], [13.8014, 14.2075, 8.4952], [14.4235, 15.4425, 8.7369], [12.5822, 14.1204, 8.3846], [14.2803, 12.2288, 8.4812], [15.5453, 13.2812, 8.6435], [15.4010, 15.4672, 8.5652], [13.9799, 16.2994, 8.4956], [17.6159, 9.1621, 10.1632], [16.8551, 9.3022, 9.0190], [17.5437, 9.7489, 7.9232], [15.6794, 9.0096, 9.0002], [18.3999, 9.7467, 10.1708], [16.9581, 9.3415, 10.9727], [18.4782, 10.1463, 8.0642], [17.0549, 9.9735, 7.0275], [13.5967, 10.7390, 10.0601], [14.0721, 11.4530, 11.0822], [13.2456, 12.3376, 11.6831], [15.2859, 11.4858, 11.4002], [12.5996, 10.6005, 10.0226], [14.2095, 10.0834, 9.5461], [13.7243, 13.0718, 12.2346], [12.3816, 12.6875, 11.3480]], "mulliken_charge": [-0.769, -0.204, -0.699, 1.291, -1.605, -0.412, 0.076, 0.376, 0.352, 0.227, 0.329, -0.425, 0.340, 0.477, 0.360, 0.262, -0.029, -0.808, -0.397, -0.604, 0.561, -1.437, -0.454, 0.275, 0.271, 0.352, 0.447, 0.117, 0.263, 0.394, 0.202, 0.426, 0.193, 0.240, -0.563, -0.380, -0.548, 0.227, -1.526, -0.395, 0.275, 0.189, 0.254, 0.354, 0.252, 0.325, 0.459, 0.305, 0.366, 0.085, 0.317, -0.472, 0.532, -0.624, -0.647, 0.289, 0.231, 0.325, 0.298, -0.288, 0.485, -0.046, -0.696, 0.166, 0.237, -0.089, 0.243, 0.196, 0.493, 0.087, -0.736, -0.138, 0.019, 0.227, -0.039, -0.629, 0.630, -0.312, -0.714, 0.279, 0.313, 0.171, 0.236, -0.240, 0.543, -0.427, -0.695, 0.177, 0.246, 0.192, 0.193]}